No. 1
The following is a quantum chemistry calculation of C27H49Cl3O42S9 as an isolated structure at a distorted geometry, from the OMol25 dataset.

Each line ends with the Löwdin charge.
Cartesian coordinates (Å):
C (2.23, -2.21, -3.48)  -1.12
Cl (1.03, -3.47, -4.02)  0.80
Cl (1.75, -1.49, -1.89)  0.97
Cl (2.31, -0.82, -4.60)  0.74
H (3.21, -2.68, -3.38)  0.03
C (0.57, 2.32, -2.29)  0.01
C (-0.26, 3.22, -1.34)  -0.21
C (0.43, 4.39, -0.54)  -0.08
O (-0.47, 5.47, -0.63)  0.08
C (-1.42, 5.21, -1.59)  -0.48
O (-2.18, 6.03, -2.03)  0.15
O (-1.29, 3.92, -2.09)  0.08
H (1.09, 2.83, -3.11)  0.12
H (-0.15, 1.66, -2.78)  0.08
H (1.40, 1.84, -1.77)  0.04
H (-0.78, 2.60, -0.60)  0.09
H (1.41, 4.63, -0.95)  0.13
H (0.54, 4.12, 0.51)  0.11
C (-2.99, -1.54, 0.45)  -0.05
C (-4.12, -1.74, 1.43)  -0.19
C (-3.76, -0.96, 2.72)  -0.12
O (-4.78, -0.07, 2.99)  0.05
C (-5.59, -0.06, 1.91)  -0.50
O (-6.41, 0.84, 1.68)  0.11
O (-5.17, -0.91, 0.95)  0.09
H (-3.31, -1.87, -0.53)  0.05
H (-2.12, -2.09, 0.82)  0.06
H (-2.65, -0.51, 0.43)  0.08
H (-4.28, -2.81, 1.59)  0.17
H (-2.82, -0.42, 2.66)  0.08
H (-3.71, -1.72, 3.51)  0.15
C (-4.60, 0.79, -1.34)  -0.15
C (-4.98, 1.67, -2.53)  -0.14
O (-3.76, 1.96, -3.17)  -0.16
S (-2.59, 0.79, -2.84)  0.88
O (-1.44, 1.26, -2.10)  -0.36
O (-2.23, 0.05, -4.09)  -0.24
O (-3.59, -0.04, -1.84)  -0.24
H (-5.36, 0.08, -1.00)  0.14
H (-4.17, 1.32, -0.49)  0.09
H (-5.42, 2.61, -2.20)  0.14
H (-5.68, 1.16, -3.20)  0.14
C (4.10, -0.22, 0.44)  -0.22
C (3.07, -0.98, 1.36)  -0.12
O (2.86, -2.27, 0.90)  -0.33
S (3.96, -2.59, -0.25)  0.85
O (3.46, -3.37, -1.45)  -0.31
O (5.11, -3.06, 0.57)  -0.19
O (4.07, -1.01, -0.66)  -0.28
H (5.14, -0.38, 0.75)  0.15
H (3.77, 0.81, 0.35)  0.11
H (2.12, -0.45, 1.44)  0.08
H (3.53, -1.11, 2.34)  0.17
C (2.28, 2.28, 1.21)  -0.26
C (3.25, 3.17, 0.40)  -0.07
O (4.31, 3.48, 1.34)  -0.15
S (4.42, 2.38, 2.51)  0.78
O (4.88, 2.80, 3.80)  -0.18
O (4.94, 1.12, 1.95)  -0.26
O (2.78, 2.25, 2.50)  -0.24
H (2.38, 1.29, 0.77)  -0.08
H (1.24, 2.57, 1.07)  0.10
H (2.75, 4.09, 0.07)  0.11
H (3.55, 2.73, -0.55)  0.07
C (0.78, -2.89, 1.49)  -0.18
C (1.94, -3.88, 1.71)  -0.14
O (1.49, -5.06, 1.10)  -0.17
S (-0.17, -5.31, 1.19)  0.88
O (-0.46, -5.70, 2.60)  -0.24
O (-0.65, -6.12, 0.05)  -0.24
O (-0.32, -3.61, 0.97)  -0.31
H (1.11, -2.07, 0.85)  0.01
H (0.47, -2.51, 2.47)  0.08
H (2.06, -4.04, 2.78)  0.15
H (2.84, -3.54, 1.21)  0.03
C (-3.82, 2.36, 2.92)  -0.13
C (-4.27, 2.79, 1.47)  -0.13
O (-2.99, 3.21, 1.10)  -0.18
S (-1.82, 2.07, 1.47)  0.92
O (-0.60, 2.78, 1.96)  -0.24
O (-1.84, 1.04, 0.46)  -0.24
O (-2.77, 1.46, 2.69)  -0.23
H (-4.53, 1.68, 3.40)  0.13
H (-3.45, 3.23, 3.46)  0.14
H (-4.96, 3.63, 1.48)  0.15
H (-4.60, 1.97, 0.83)  0.08
C (-0.51, -3.82, -1.38)  -0.28
C (-0.73, -4.79, -2.48)  -0.20
O (-1.99, -4.37, -3.05)  -0.17
S (-2.57, -2.94, -2.52)  0.84
O (-3.63, -3.23, -1.55)  -0.23
O (-2.87, -1.98, -3.61)  -0.24
O (-1.08, -2.61, -1.79)  -0.32
H (0.54, -3.60, -1.21)  0.12
H (-0.99, -4.16, -0.46)  0.10
H (-0.60, -5.79, -2.07)  0.13
H (0.05, -4.57, -3.20)  -0.09
C (-0.35, -1.65, -0.14)  -0.21
C (-0.65, -0.68, -1.31)  -0.29
O (-0.43, 0.57, -0.85)  -0.33
S (0.73, 0.63, 0.31)  0.94
O (0.24, 1.38, 1.40)  -0.43
O (2.04, 0.96, -0.29)  -0.40
O (0.64, -0.95, 0.61)  -0.34
H (0.12, -2.60, -0.41)  0.06
H (-1.23, -1.75, 0.51)  0.04
H (-1.72, -0.77, -1.48)  0.09
H (-0.17, -0.95, -2.26)  0.09
C (0.72, 1.27, 3.81)  -0.13
C (1.74, 0.24, 3.36)  -0.12
O (1.02, -0.74, 2.62)  -0.35
S (-0.43, -1.03, 3.24)  0.84
O (-0.28, -1.95, 4.39)  -0.18
O (-1.38, -1.36, 2.20)  -0.28
O (-0.50, 0.60, 3.68)  -0.18
H (0.68, 2.08, 3.09)  0.10
H (0.81, 1.66, 4.83)  0.16
H (2.19, -0.32, 4.18)  0.16
H (2.60, 0.68, 2.84)  0.09
C (3.13, 0.84, -1.98)  -0.36
C (4.19, 0.42, -2.97)  -0.23
O (5.08, 1.51, -3.08)  -0.17
S (4.28, 2.99, -2.88)  0.79
O (3.83, 3.42, -4.13)  -0.19
O (5.05, 3.86, -1.99)  -0.22
O (2.99, 2.23, -2.03)  -0.32
H (3.58, 0.71, -1.00)  0.08
H (2.15, 0.40, -2.13)  0.03
H (3.67, 0.27, -3.91)  -0.02
H (4.73, -0.47, -2.63)  0.14

Values from the calculation:
Spin multiplicity: 1
LUMO in eV: -0.4
E in eV: -249815.4468
Frontier orbital gap in Ha: 0.33795

***

No. 2
The following is a quantum chemistry calculation of one molecule with the formula C3H8FNO at a distorted geometry, from the OMol25 dataset.

Each line ends with the Löwdin charge.
Cartesian coordinates (Å):
C (1.17, 0.97, -0.84)  -0.06
C (0.48, -0.27, -0.16)  -0.17
C (-0.68, 0.03, 0.75)  -0.57
N (-1.35, -1.11, 1.27)  0.10
O (-1.81, 0.93, 0.14)  -0.05
F (-0.34, 0.84, 1.80)  0.02
H (1.51, 1.70, -0.01)  0.12
H (0.39, 1.23, -1.57)  0.08
H (2.00, 0.57, -1.34)  0.04
H (0.14, -0.94, -0.92)  0.11
H (1.20, -0.81, 0.43)  0.11
H (-2.34, -1.02, 1.18)  0.08
H (-0.90, -2.01, 0.94)  0.12
H (-2.22, 1.23, 0.99)  0.08

Values from the calculation:
Spin multiplicity: 1
LUMO in eV: 0.9
E in eV: -9495.3702
Frontier orbital gap in Ha: 0.40189
Energy relative to the best compared isomer or geometry (same formula, charge and spin) in kcal per mole: 19.67

***

No. 3
The following is a quantum chemistry calculation of a 5-piece molecular cluster, C17H43NO6S overall at a distorted geometry, from the OMol25 dataset.

Each line ends with the Löwdin charge.
Cartesian coordinates (Å):
O (15.12, 18.12, 16.96)  -0.34
S (16.52, 17.75, 17.17)  0.71
O (17.53, 18.60, 16.49)  -0.36
C (16.81, 17.58, 18.92)  -0.25
C (16.56, 16.11, 19.26)  -0.20
C (17.42, 15.39, 18.16)  -0.20
C (16.95, 16.00, 16.82)  -0.21
H (16.36, 18.41, 19.46)  0.11
H (17.88, 17.75, 19.02)  0.10
H (16.97, 15.89, 20.24)  0.09
H (15.49, 15.90, 19.32)  0.12
H (17.14, 14.34, 18.28)  0.11
H (18.45, 15.68, 18.36)  0.11
H (16.01, 15.50, 16.60)  0.10
H (17.64, 15.82, 15.99)  0.10
C (18.83, 19.07, 25.53)  -0.09
O (19.78, 18.55, 24.56)  -0.20
C (20.02, 19.69, 23.64)  -0.20
C (20.86, 19.52, 22.38)  -0.39
C (22.26, 18.96, 22.73)  -0.06
N (21.15, 20.85, 21.72)  0.04
H (19.31, 19.74, 26.24)  0.09
H (18.21, 18.26, 25.92)  0.08
H (18.08, 19.75, 25.12)  0.07
H (19.09, 19.97, 23.13)  0.12
H (20.34, 20.53, 24.26)  0.12
H (20.26, 18.85, 21.77)  0.12
H (22.68, 19.34, 23.66)  0.08
H (22.97, 19.08, 21.91)  0.07
H (22.28, 17.88, 22.80)  0.06
H (20.34, 21.45, 21.81)  0.06
H (21.83, 21.43, 22.18)  0.07
C (13.80, 17.81, 25.41)  -0.06
C (15.22, 18.27, 25.25)  -0.55
C (15.46, 18.58, 23.80)  -0.06
O (15.39, 19.51, 25.86)  -0.04
H (13.33, 17.04, 24.79)  0.09
H (13.16, 18.68, 25.27)  0.09
H (13.78, 17.46, 26.44)  0.08
H (15.97, 17.51, 25.48)  0.13
H (16.53, 18.73, 23.65)  0.06
H (14.90, 19.51, 23.73)  0.09
H (15.04, 17.92, 23.05)  0.09
H (14.72, 19.57, 26.55)  0.09
C (21.55, 11.36, 20.11)  -0.04
C (22.15, 12.73, 19.70)  -0.49
C (23.54, 13.08, 20.12)  -0.07
O (22.33, 12.64, 18.30)  -0.09
H (20.50, 11.29, 19.82)  0.08
H (21.73, 11.18, 21.17)  0.08
H (21.96, 10.51, 19.57)  0.08
H (21.49, 13.59, 19.70)  0.13
H (24.20, 12.21, 20.02)  0.09
H (23.45, 13.32, 21.18)  0.08
H (23.92, 13.96, 19.60)  0.09
H (22.85, 11.84, 18.18)  0.08
C (20.20, 15.38, 21.97)  -0.05
C (18.81, 15.51, 22.67)  -0.42
C (18.73, 14.83, 24.08)  -0.03
O (18.28, 16.87, 22.60)  -0.07
H (20.58, 14.38, 21.78)  0.06
H (20.87, 15.87, 22.68)  0.07
H (20.28, 15.83, 20.98)  0.07
H (18.23, 15.00, 21.90)  0.10
H (19.20, 13.85, 24.00)  0.07
H (17.77, 14.47, 24.44)  0.07
H (19.23, 15.50, 24.78)  0.08
H (18.89, 17.38, 23.14)  0.03

Values from the calculation:
Spin multiplicity: 1
LUMO in eV: 0.5
E in eV: -42932.7359
Frontier orbital gap in Ha: 0.38078

***

No. 4
The following is a quantum chemistry calculation of C22H33IrN4 as an isolated structure at a distorted geometry, from the OMol25 dataset.

Each line ends with the Löwdin spin population.
Cartesian coordinates (Å):
Ir (0.75, 0.80, -0.96)  1.78
C (-4.10, 2.77, 2.78)  0.00
C (-2.57, 2.40, 2.79)  0.04
C (-1.90, 2.95, 4.05)  0.04
C (-1.77, 2.79, 1.54)  0.26
C (-0.48, 2.27, 1.48)  0.47
C (0.40, 2.50, 0.35)  0.14
C (0.05, 3.52, -0.64)  0.36
C (1.02, 3.96, -1.68)  0.07
C (-1.25, 4.05, -0.54)  0.16
C (-2.12, 3.70, 0.53)  0.22
H (-4.52, 2.74, 3.84)  0.00
H (-4.63, 2.01, 2.22)  0.00
H (-4.21, 3.78, 2.33)  0.00
H (-2.45, 1.30, 2.85)  0.02
H (-1.93, 4.07, 4.21)  0.00
H (-0.80, 2.69, 4.07)  0.00
H (-2.39, 2.47, 4.91)  0.01
H (-0.09, 1.67, 2.32)  0.01
H (1.50, 2.49, 0.62)  0.02
H (2.08, 4.06, -1.32)  0.01
H (0.67, 4.96, -1.99)  0.01
H (1.04, 3.35, -2.58)  0.03
H (-1.67, 4.76, -1.26)  0.00
H (-3.09, 4.20, 0.53)  0.01
N (1.01, -1.07, -1.08)  0.15
C (1.29, -2.17, -0.72)  0.04
N (1.82, -3.37, -0.66)  0.10
C (1.42, -4.41, -1.69)  0.01
C (2.60, -5.36, -1.89)  0.00
C (3.26, -5.78, -0.57)  0.00
C (3.75, -4.55, 0.20)  0.00
C (2.51, -3.81, 0.57)  0.01
H (1.31, -3.86, -2.62)  0.00
H (0.48, -4.89, -1.35)  0.00
H (3.27, -4.89, -2.62)  0.00
H (2.17, -6.27, -2.39)  0.00
H (4.03, -6.52, -0.80)  0.00
H (2.54, -6.32, 0.03)  0.00
H (4.44, -3.89, -0.31)  0.00
H (4.29, -4.88, 1.12)  0.00
H (2.67, -2.88, 1.11)  0.00
H (1.79, -4.39, 1.20)  0.01
N (2.80, 1.06, -0.92)  0.02
N (3.51, 0.05, -0.18)  0.01
H (3.14, 1.05, -1.90)  0.01
H (3.07, 1.97, -0.51)  0.01
H (3.74, -0.69, -0.81)  0.00
H (2.91, -0.24, 0.60)  0.00
C (-3.98, -0.25, -1.44)  0.29
C (-3.29, 0.56, -2.36)  0.09
C (-2.02, 0.96, -2.08)  0.08
C (-1.23, 0.29, -1.14)  0.27
C (-1.89, -0.52, -0.22)  0.15
C (-3.26, -0.85, -0.42)  0.05
H (-5.00, -0.53, -1.56)  0.01
H (-3.86, 0.85, -3.29)  0.00
H (-1.63, 1.81, -2.67)  0.00
H (-1.37, -0.93, 0.67)  0.00
H (-3.83, -1.54, 0.27)  0.00

Values from the calculation:
Spin multiplicity: 6
LUMO (alpha / beta) in eV: -9.1 / -12.9
<S²>: 8.80
E in eV: -32112.4818
Frontier orbital gap (alpha / beta) in Ha: 0.24584 / 0.20595
Energy relative to the best compared isomer or geometry (same formula, charge and spin) in kcal per mole: 14.31
Charge: +3

***

Which formula does entry 2 have?
C3H8FNO

***

Among the records above, which one has the highest E?
C3H8FNO